This record from the OMol25 dataset describes C6H13NO in the gas phase. The level of theory is ωB97M-V/def2-TZVPD.

Values from the calculation:
SMILES string	C[C@@H]1[C@](C)([O-])[N+]1(C)C
E_LUMO	0.029	Ha
energy above the lowest of the compared OMol25 structures with the same formula, charge and spin	80.3	kcal/mol

Last column: Mulliken charge in e.
Positions of all 21 atoms, in Å:
C 1.0940 0.1167 -0.3668  -0.07
C -0.8572 1.4098 1.0986  -1.02
C -1.6924 0.1230 -0.7606  -1.12
C 1.2507 0.3684 -1.8305  -1.37
C 0.6642 -1.4704 1.6201  -1.28
N -0.6164 0.3064 0.1923  0.17
C 0.4934 -1.1461 0.1461  1.06
O 0.5069 -2.0826 -0.7056  -0.72
H 1.8814 0.5415 0.2637  0.34
H -1.7792 0.9653 -1.4592  0.31
H -1.5229 -0.7921 -1.3236  0.36
H -1.7393 1.2117 1.7174  0.33
H -1.0263 2.3394 0.5417  0.34
H -0.0220 1.5424 1.7832  0.32
H -2.6448 0.0171 -0.2310  0.34
H 0.4427 -0.0633 -2.4130  0.29
H 2.1724 -0.1044 -2.1765  0.38
H 1.2947 1.4445 -2.0151  0.35
H 0.8696 -0.5980 2.2378  0.32
H 1.4829 -2.1822 1.7151  0.39
H -0.2524 -1.9471 1.9659  0.28



This record from the OMol25 dataset describes a molecular structure, C14H32BeBr4F6NO16S2. The level of theory is ωB97M-V/def2-TZVPD.

Values from the calculation:
E_LUMO	-0.320	Ha
net charge	+1

Last column: Mulliken charge in e.
Positions of all 76 atoms, in Å:
Be 1.6032 0.5975 3.6527  1.21
C 2.0524 0.7310 -0.9085  0.78
F 2.3704 -0.4851 -0.3070  -0.27
F 2.7940 0.8987 -2.0057  -0.10
F 0.8024 0.6363 -1.3388  -0.22
S 2.1600 2.0773 0.4822  0.55
O 3.4522 1.9059 1.1318  -0.55
O 1.9859 3.3429 -0.2273  -0.35
N 0.8461 1.5271 1.5659  0.00
S -0.3545 2.3686 1.1219  0.86
O -0.5552 3.4319 2.1105  -0.77
O -0.5169 2.8286 -0.2798  -0.50
C -1.9015 1.2271 1.3365  0.44
F -1.9564 0.7716 2.5843  -0.20
F -3.0314 1.9339 1.1475  -0.18
F -1.7865 0.2329 0.4801  -0.10
Br 4.0964 3.9540 -2.7077  -0.17
C 5.8085 3.0382 -2.5812  -0.45
C 5.7660 2.3704 -1.1632  -0.34
Br 7.4976 1.6623 -0.6875  -0.15
H 6.6275 3.7549 -2.6431  0.42
H 5.8301 2.3422 -3.4198  0.37
H 5.1709 1.4587 -1.2171  -0.01
H 5.5218 3.0002 -0.3078  0.31
Br -6.8986 3.5988 -2.9894  -0.14
C -5.2012 3.4280 -1.9419  -0.47
C -4.7561 1.9475 -1.7738  -0.28
Br -4.7512 0.9383 -3.5063  -0.16
H -5.2309 3.6577 -0.8768  0.38
H -4.3460 3.8524 -2.4677  0.37
H -5.4753 1.4165 -1.1501  0.46
H -3.8245 1.6009 -1.3265  -0.17
C -0.0102 -5.7895 2.4570  -1.42
C -0.5024 -5.4169 1.1071  0.41
C -1.9380 -5.7407 0.7746  -0.46
O -2.6842 -4.5329 1.0440  -0.36
C -1.8178 -3.4631 1.1947  0.72
O -2.1256 -2.3141 1.4246  -0.58
O -0.6400 -3.9750 0.8987  -0.32
H 0.7772 -5.0799 2.7113  0.29
H 0.3486 -6.8186 2.4706  0.40
H -0.7878 -5.6624 3.2101  0.33
H 0.1104 -5.7288 0.2613  0.38
H -2.3666 -6.5500 1.3657  0.34
H -1.9959 -5.9945 -0.2839  0.26
C -2.6949 -2.3043 -2.4518  -0.88
C -1.5382 -2.7881 -3.3386  0.36
C -0.3125 -1.7859 -3.2241  0.01
O 0.7683 -2.6636 -3.0717  -0.30
C 0.3122 -3.8886 -2.6439  0.70
O 1.0438 -4.8608 -2.4307  -0.62
O -1.0257 -3.7947 -2.6158  -0.31
H -3.0371 -1.4443 -3.0274  0.15
H -2.3949 -1.9789 -1.4557  0.02
H -3.5814 -2.9343 -2.3788  0.40
H -1.8598 -3.0798 -4.3384  0.32
H -0.4206 -1.2073 -2.3067  -0.18
H -0.2051 -1.2236 -4.1517  0.35
O 4.0630 -1.9156 -2.6618  -0.58
H 4.0368 -2.8331 -2.9334  0.31
H 3.3885 -1.8460 -1.9862  0.27
O -2.7422 4.4706 3.5641  -0.68
H -2.6405 5.3699 3.2526  0.31
H -2.1649 3.9548 3.0011  0.42
O 3.5731 2.3611 4.1852  -0.55
H 4.2814 2.1317 4.7868  0.34
H 4.0062 2.8322 3.4733  0.33
O 0.0061 2.2208 4.9693  -0.44
H -0.2177 2.2926 5.8972  0.26
H -0.1018 3.1082 4.6270  0.30
O 0.5775 5.3868 -1.9119  -0.63
H 1.0196 4.5649 -2.1249  0.29
H -0.1282 5.1326 -1.3173  0.32
O -0.4816 -0.5652 4.4901  -0.40
H -1.4282 -0.4487 4.5710  0.28
H -0.2677 -1.2436 5.1306  0.26



This record from the OMol25 dataset describes C20H24N2O4 in the gas phase. The level of theory is ωB97M-V/def2-TZVPD.

Values from the calculation:
SMILES string	O=C1CCCCCN1C(=O)c1cccc(C(=O)N2CCCCCC2=O)c1
E_LUMO	0.027	Ha
energy above the lowest of the compared OMol25 structures with the same formula, charge and spin	12.5	kcal/mol

Last column: Mulliken charge in e.
Positions of all 50 atoms, in Å:
O 2.5029 0.8374 -1.6442  -0.57
C 2.9007 0.0001 -0.8705  0.74
N 2.8247 0.1688 0.5034  0.21
C 2.1263 1.2445 1.0664  0.14
O 2.3757 1.6306 2.1841  -0.63
C 1.0232 1.8112 0.2512  0.35
C -0.0017 0.9873 -0.1993  0.53
C -1.0803 1.5364 -0.8748  0.29
C -1.1124 2.9004 -1.1426  -0.27
C -0.0996 3.7172 -0.6762  -1.10
C 0.9572 3.1818 0.0368  -0.71
H 1.7467 3.8142 0.4129  0.51
H -0.1364 4.7790 -0.8679  0.40
H -1.9388 3.3165 -1.6992  0.50
C -2.1290 0.6437 -1.4428  -0.26
O -2.0354 0.1888 -2.5585  -0.62
N -3.2348 0.3383 -0.6422  0.18
C -3.3947 0.8512 0.6339  0.78
O -2.6174 1.6373 1.1199  -0.52
C -4.5982 0.3635 1.4117  -0.99
H -4.6159 0.9620 2.3243  0.35
H -5.5210 0.5549 0.8623  0.38
C -4.4997 -1.1217 1.7816  -0.53
C -5.0048 -2.0516 0.6833  -0.69
C -4.1894 -1.9593 -0.6022  -0.58
C -4.2139 -0.5662 -1.2302  -1.16
H -5.2121 -0.1281 -1.1616  0.47
H -3.9429 -0.6415 -2.2865  0.53
H -4.5936 -2.6689 -1.3262  0.33
H -3.1520 -2.2396 -0.4086  0.35
H -4.9739 -3.0801 1.0491  0.33
H -6.0485 -1.8132 0.4632  0.29
H -3.4632 -1.3629 2.0273  0.35
H -5.0967 -1.2917 2.6798  0.33
H 0.0344 -0.0771 -0.0123  0.56
C 3.6547 -0.6123 1.4091  -1.05
C 5.1521 -0.4751 1.1315  -0.64
C 5.6621 -1.4423 0.0667  -0.70
C 5.0788 -1.1801 -1.3178  -0.56
H 5.4910 -1.9131 -2.0142  0.34
H 5.3769 -0.1894 -1.6673  0.35
C 3.5487 -1.2786 -1.3521  -1.01
H 3.2242 -1.4044 -2.3865  0.36
H 3.2114 -2.1378 -0.7719  0.34
H 6.7498 -1.3634 0.0095  0.34
H 5.4232 -2.4649 0.3709  0.29
H 5.6896 -0.6677 2.0618  0.37
H 5.3632 0.5540 0.8346  0.35
H 3.3526 -1.6633 1.3727  0.41
H 3.4365 -0.2248 2.4072  0.55



This record from the OMol25 dataset describes a molecular structure, C20H20N10O6STi. The level of theory is ωB97M-V/def2-TZVPD.

Values from the calculation:
E_LUMO	0.143	Ha
net charge	-2
energy above the lowest of the compared OMol25 structures with the same formula, charge and spin	0.0	kcal/mol

Last column: Mulliken charge in e.
Positions of all 58 atoms, in Å:
Ti 0.8138 0.8013 -0.4247  -0.43
N -1.3585 1.5315 -0.5206  -0.17
C -1.3920 2.9471 -0.0749  -0.68
C -0.1641 3.3651 0.7411  0.50
O -0.1196 4.5250 1.1781  -0.85
N 0.7369 2.4073 0.8798  0.43
C 2.0211 2.6739 1.4965  -0.49
C 2.9516 1.4690 1.3331  0.47
O 4.0081 1.4010 1.9233  -0.73
O 2.4983 0.5455 0.5028  -0.47
H -1.7931 1.4096 -1.4306  0.24
H -1.8949 0.9900 0.1568  0.24
H -2.2840 3.1397 0.5284  0.37
H -1.4353 3.6005 -0.9486  0.21
H 1.9208 2.8831 2.5673  0.35
H 2.5010 3.5487 1.0378  0.33
N -1.9531 -6.2322 4.3362  -0.64
C -1.7989 -4.9189 3.8560  1.12
C -0.5269 -4.3895 3.6441  -0.75
C -0.3733 -3.0951 3.1823  -0.50
C -1.4892 -2.3135 2.9240  -0.38
C -2.7565 -2.8193 3.1582  -0.45
C -2.9099 -4.1143 3.6300  -0.70
S -1.2864 -0.6780 2.2874  1.53
O -0.6927 0.0875 3.3467  -0.81
O -2.5744 -0.2582 1.7755  -0.86
N -0.1900 -0.7569 1.1098  0.10
C -0.5182 -1.5191 0.0228  0.53
N 0.1256 -1.1166 -1.0948  0.13
C -0.1258 -1.6547 -2.2890  0.04
C -1.0259 -2.7045 -2.3982  -0.85
C -1.6213 -3.0902 -1.2004  -0.29
N -1.4060 -2.5293 -0.0108  -0.44
H -1.1742 -6.8313 4.1071  0.23
H -2.8171 -6.6634 4.0437  0.23
H 0.3472 -5.0032 3.8292  0.26
H 0.6153 -2.6949 3.0004  0.51
H -3.6171 -2.2022 2.9453  0.48
H -3.9035 -4.5126 3.8066  0.25
H 0.4219 -1.1996 -3.1105  0.43
H -1.2480 -3.1762 -3.3417  0.38
H -2.3421 -3.9065 -1.2104  0.36
C 1.5416 4.0987 -3.9266  -1.04
C 0.2605 4.0547 -3.0996  0.44
C -0.5344 2.8563 -3.3910  0.42
N -1.2080 1.9642 -3.6562  -0.71
H 2.0823 5.0199 -3.7134  0.32
H 1.3230 4.0586 -4.9955  0.35
H 2.1889 3.2696 -3.6610  0.01
H -0.3814 4.9218 -3.2902  0.47
H 0.5076 4.0291 -2.0401  -0.23
O 1.2544 2.0764 -1.7357  -0.28
N 1.6924 0.8067 -2.2011  0.03
C 3.1318 0.8125 -2.4594  0.51
C 3.8742 1.9793 -2.4626  0.24
N 4.4892 2.9680 -2.5059  -0.86
C 3.6191 -0.4055 -2.9077  -0.05
N 3.9892 -1.4561 -3.2486  -0.86



This record from the OMol25 dataset describes a molecular structure, C20H34PSn. The level of theory is ωB97M-V/def2-TZVPD.

Values from the calculation:
E_LUMO (spin up / spin down)	-0.175 / -0.175	Ha
net charge	+1

Last column: Mulliken charge in e.
Positions of all 56 atoms, in Å:
C -0.6504 2.8192 -0.8791  1.59
C 0.3373 2.7933 -2.0411  -1.63
C -1.8960 3.5730 -1.3336  -1.64
C 0.0085 3.6561 0.2148  -1.77
H -1.7570 4.6610 -1.2314  0.46
H -2.7770 3.3173 -0.7449  0.32
H -2.1505 3.3911 -2.3769  0.38
H 0.4311 3.7925 -2.4954  0.49
H 0.0499 2.1156 -2.8428  0.32
H 1.3380 2.5089 -1.7155  0.38
H 0.5650 4.4955 -0.2304  0.53
H 0.7221 3.0890 0.8085  0.24
H -0.7105 4.1007 0.9001  0.36
C -2.3349 -1.3821 -1.1985  -0.80
C -2.9084 -0.2207 -1.7665  -0.81
C -1.9279 0.4060 -2.5552  -0.70
H -3.9207 0.1202 -1.6280  0.55
C -0.7423 -0.3474 -2.4633  -1.03
C -0.9958 -1.4676 -1.6296  -0.78
H -0.3099 -2.2669 -1.4098  1.20
H -2.8387 -2.0853 -0.5580  0.57
H -2.0613 1.3046 -3.1269  0.72
H 0.1816 -0.1249 -2.9657  0.55
C -1.1205 0.0327 2.3615  -0.81
C -2.3640 -0.4107 1.8746  -1.09
C -3.1023 0.7212 1.4637  -0.60
H -2.6978 -1.4335 1.8345  0.66
C -2.3151 1.8652 1.6969  -0.89
C -1.0831 1.4429 2.2405  -0.63
H -0.2623 2.0773 2.5210  0.74
H -0.3534 -0.5935 2.7809  1.19
H -4.0960 0.7115 1.0474  0.53
H -2.6046 2.8793 1.4937  0.72
Sn -1.1416 0.5532 -0.1232  0.93
C 0.3611 -4.0389 0.0199  -1.42
C 1.0781 -3.0388 0.9389  -0.76
P 0.9530 -1.1805 0.5806  1.09
C 2.0278 -0.7688 2.1222  -0.37
C 3.1549 -1.7575 2.5207  -1.42
C 1.9727 -1.0369 -0.9707  0.16
C 3.3880 -1.5728 -0.8563  -1.56
H -0.7350 -3.8549 0.0023  0.28
H 0.4963 -5.0713 0.4121  0.44
H 0.7943 -4.0386 -1.0038  0.34
H 0.6204 -3.2048 1.9371  0.43
H 2.1195 -3.3904 0.9478  0.39
H 2.4623 0.2358 1.9690  0.30
H 1.5203 -0.7595 3.0877  0.39
H 3.9049 -1.9599 1.7426  0.26
H 3.7065 -1.3590 3.4012  0.42
H 2.7583 -2.7289 2.8814  0.33
H 1.5523 -1.5470 -1.8494  0.30
H 2.0570 0.0442 -1.2034  0.08
H 3.4176 -2.6571 -0.6499  0.33
H 3.9117 -1.4165 -1.8360  0.45
H 3.9667 -0.9925 -0.1162  0.32



This record from the OMol25 dataset describes 3 unconnected molecules or ions with the total composition C28H50BrClN2O11PS. The level of theory is ωB97M-V/def2-TZVPD.

Values from the calculation:
E_LUMO	-0.208	Ha
net charge	+1

Last column: Mulliken charge in e.
Positions of all 95 atoms, in Å:
N -4.7469 1.6052 2.5173  -0.52
C -3.9927 1.4409 1.2094  0.21
C -2.8081 0.3352 1.4557  -0.30
C -2.9529 -1.0204 0.4865  -0.18
C -1.5894 -1.9050 0.7772  -0.60
C -1.7930 -3.5245 0.7052  0.26
C -2.8248 -4.1636 1.8577  -0.37
C -3.6005 -3.2242 2.9938  -0.44
C -5.2082 -3.3283 2.6255  -0.65
C -6.0807 -1.9958 3.0133  -0.25
C -6.8399 -1.4944 1.6453  0.28
O -7.5315 -2.4097 0.9106  -0.53
O -6.8927 -0.1051 1.1409  -0.42
C -3.1460 -5.7841 1.9445  0.79
C -4.1012 -6.5130 3.0595  0.21
O -3.8092 -6.4339 4.3878  -0.48
O -5.3528 -7.2742 2.7508  -0.23
Cl -5.4584 -8.4551 3.9947  0.05
C -2.4384 -6.7281 0.8065  -0.48
Br -2.7556 -8.7315 0.8083  0.01
C -1.4440 -5.9903 -0.3181  0.23
P -0.6933 -7.2024 -1.6252  0.04
S 0.5706 -8.4755 -0.7770  -0.28
N -1.1588 -4.4736 -0.3026  0.26
C -0.2028 -3.9684 -1.3552  -0.71
C -0.8578 -3.9143 -2.8879  0.08
O -2.1057 -3.5186 -3.1632  -0.45
H -4.4123 2.4351 3.0680  0.28
H -4.6188 0.7909 3.1582  0.15
H -3.4405 2.4818 1.0229  -0.16
H -4.6684 1.2508 0.2733  0.15
H -1.7720 0.8481 1.1715  0.06
H -2.6913 -0.0347 2.5604  0.17
H -3.9248 -1.6309 0.7142  -0.13
H -3.0160 -0.5940 -0.6161  0.44
H -1.2868 -1.6552 1.9050  0.45
H -0.7407 -1.4606 0.1127  0.35
H -3.1917 -2.1295 3.0515  0.11
H -3.4712 -3.7027 4.0727  0.51
H -5.2659 -3.5824 1.4646  0.48
H -5.7203 -4.2444 3.1849  0.24
H -6.9458 -2.3412 3.7597  0.41
H -5.4836 -1.1650 3.5815  0.16
H -6.5065 -0.1334 0.1965  0.35
H 0.0431 -6.5460 -2.6741  0.12
H -1.7956 -7.9571 -2.2325  0.22
H 0.7342 -4.7012 -1.4598  0.45
H 0.2489 -2.9081 -1.1665  0.32
H -0.1896 -4.3000 -3.7993  0.34
C 1.6960 4.3151 -2.3516  -0.79
O 0.7960 5.0362 -1.5249  -0.29
C -0.5246 4.4932 -1.5433  -0.68
C -1.1869 4.6363 -0.1703  -0.28
O -0.6885 3.7173 0.8120  -0.30
C 0.6410 3.9605 1.2937  -0.35
C 0.7661 5.2250 2.1527  -0.64
O 0.7571 6.3910 1.3312  -0.26
C 0.1893 7.5148 1.9778  -0.80
H 1.4414 4.4586 -3.4042  0.43
H 2.7046 4.7005 -2.1720  0.19
H 1.6903 3.2513 -2.0972  0.32
H -0.5144 3.4365 -1.8338  0.32
H -1.0977 5.0598 -2.2866  0.41
H -2.2488 4.3926 -0.2845  0.42
H -1.1482 5.6624 0.1980  0.12
H 1.3606 3.9533 0.4751  0.12
H 0.8807 3.0995 1.9261  0.39
H 1.7208 5.2081 2.6902  0.42
H -0.0537 5.2477 2.8799  0.35
H -0.8195 7.2833 2.3422  0.35
H 0.1105 8.3241 1.2531  0.24
H 0.8245 7.8342 2.8088  0.32
C 6.9203 0.5223 0.4859  -0.79
O 6.6939 0.3507 -0.9043  -0.27
C 5.3070 0.2460 -1.2278  -0.55
C 5.0166 0.9012 -2.5809  -0.32
O 5.0277 2.3352 -2.5444  -0.40
C 6.3104 2.9574 -2.3820  -0.33
C 7.2314 2.8028 -3.5987  -0.60
O 7.7792 1.4867 -3.6477  -0.27
C 8.0286 1.0437 -4.9686  -0.79
H 6.6628 -0.3910 1.0272  0.33
H 7.9836 0.7369 0.6325  0.23
H 6.3478 1.3710 0.8713  0.35
H 4.6839 0.7129 -0.4565  0.34
H 5.0659 -0.8223 -1.2796  0.39
H 3.9977 0.6254 -2.8739  0.40
H 5.6719 0.5243 -3.3673  0.10
H 6.7926 2.6243 -1.4631  0.12
H 6.0994 4.0240 -2.2536  0.40
H 8.0683 3.5050 -3.5145  0.42
H 6.6646 3.0289 -4.5092  0.35
H 7.1193 1.1136 -5.5788  0.35
H 8.3304 -0.0021 -4.9285  0.23
H 8.8304 1.6343 -5.4207  0.33



This record from the OMol25 dataset describes C6H12O in the gas phase. The level of theory is ωB97M-V/def2-TZVPD.

Values from the calculation:
SMILES string	CC(C)[C@H]1O[C@H]1C
E_LUMO	0.040	Ha
energy above the lowest of the compared OMol25 structures with the same formula, charge and spin	36.8	kcal/mol

Last column: Mulliken charge in e.
Positions of all 19 atoms, in Å:
C -1.8480 -1.0567 -0.5310  -1.59
C -0.7332 -0.0241 -0.3375  0.74
C -1.2727 1.2222 0.3703  -1.44
C 0.3549 -0.7667 0.4402  -0.12
O 1.1219 -1.6524 -0.3777  -0.50
C 1.7778 -0.5832 0.3295  -0.06
C 2.2180 0.7369 -0.2089  -1.18
H -2.6717 -0.6465 -1.1225  0.43
H -1.4604 -1.9493 -1.0326  0.37
H -2.2501 -1.3613 0.4435  0.34
H -0.3705 0.2631 -1.3361  0.20
H -1.5589 0.9901 1.4027  0.32
H -2.1707 1.6031 -0.1346  0.40
H -0.5392 2.0346 0.3919  0.33
H 0.0697 -1.0750 1.4371  0.44
H 2.4325 -0.9867 1.1190  0.39
H 1.7418 1.0232 -1.1521  0.33
H 3.2924 0.7545 -0.2413  0.38
H 1.8663 1.4743 0.5400  0.24



This record from the OMol25 dataset describes 2 unconnected molecules or ions with the total composition CH2FNO2. The level of theory is ωB97M-V/def2-TZVPD.

Values from the calculation:
E_LUMO	0.010	Ha
energy above the lowest of the compared OMol25 structures with the same formula, charge and spin	66.9	kcal/mol

Last column: Mulliken charge in e.
Positions of all 7 atoms, in Å:
C -0.8848 -0.1919 0.1252  -0.04
N 1.0465 0.2651 -0.1027  0.60
O 1.2888 1.4257 -0.3243  -0.47
O 1.7459 -0.7429 0.0234  -0.45
F -0.8711 -1.4183 -0.3182  -0.18
H -0.8968 0.0693 1.1594  0.29
H -1.4284 0.5930 -0.5627  0.24